Molecular formula: C47H73AuN4O2SbSi3Te
Method: DFT, ωB97M-V with the def2-TZVPD basis set

**Spin multiplicity**: 2
**HOMO energy (spin up / spin down)**: -6.7 / -7.0 eV
**Energy above the lowest of the compared OMol25 structures with the same formula, charge and spin**: 33.3 kcal/mol
**Maximum force**: 1.3 eV/A
**LUMO energy (spin up / spin down)**: 0.287 / -1.038 eV
**Net charge**: 0
**Kohn-Sham gap (spin up / spin down)**: 6.988 / 5.989 eV
**Expectation value of S²**: 0.766

XYZ file:
```
132
Properties=species:S:1:pos:R:3:forces:R:3:lowdin_charge:R:1
Au 1.3305 -0.8390 -0.3836 0.22 0.02 -0.39 0.5194
C 4.5031 -3.7062 0.1357 0.01 0.22 -0.17 -0.2398
Si 4.7528 -3.0069 -1.6157 -0.19 -0.42 0.13 0.3441
C 6.5556 -3.3441 -2.1035 -0.23 0.33 -0.01 -0.2211
C 3.6309 -3.9947 -2.7839 0.12 0.24 0.10 -0.2415
Sb 3.6595 -0.6137 -1.5963 0.68 -0.23 0.05 0.9422
Si 5.1598 0.5895 0.0832 0.27 0.02 0.39 0.3461
C 4.7698 -0.2060 1.7633 -0.06 0.08 -0.24 -0.2336
C 6.9871 0.2660 -0.3070 -0.31 0.05 -0.04 -0.2189
C 4.7743 2.4327 0.1230 -0.12 -0.27 -0.13 -0.2081
Si 4.3431 0.3726 -3.8839 0.15 -0.12 -0.48 0.3915
C 5.9701 -0.4731 -4.3879 -0.29 -0.01 0.19 -0.2318
C 4.6572 2.2359 -3.9615 -0.25 -0.26 0.36 -0.2019
C 2.9874 -0.2325 -5.0652 0.04 0.18 0.26 -0.2246
H 4.3299 -4.7842 0.1097 0.03 -0.03 -0.05 0.0263
H 3.6390 -3.2369 0.6122 -0.01 -0.04 0.01 -0.0181
H 5.3794 -3.5220 0.7610 0.01 0.03 0.02 0.0172
H 6.7725 -4.4103 -2.0077 -0.08 -0.04 0.04 0.0295
H 7.2542 -2.8002 -1.4659 0.01 -0.01 0.01 0.0089
H 6.7537 -3.0519 -3.1352 0.01 -0.01 0.00 0.0062
H 3.8406 -5.0656 -2.7427 0.05 -0.01 0.03 0.0273
H 3.7551 -3.6671 -3.8187 -0.01 0.00 -0.02 0.0141
H 2.5840 -3.8424 -2.5103 -0.01 0.00 0.00 0.0112
H 5.1352 -1.2348 1.7914 -0.01 -0.02 -0.02 0.0122
H 3.6868 -0.2315 1.9101 -0.01 0.02 0.01 -0.0079
H 5.2191 0.3368 2.5979 0.05 0.07 -0.04 0.0282
H 7.2101 -0.7988 -0.2196 -0.01 -0.01 0.00 0.0076
H 7.6448 0.8045 0.3786 -0.03 0.04 0.04 0.0288
H 7.2354 0.5753 -1.3240 0.01 0.02 -0.01 0.0156
H 3.6937 2.5704 0.0546 -0.01 0.03 -0.01 0.0175
H 5.2185 2.9407 -0.7345 -0.01 0.00 -0.03 0.0244
H 5.1283 2.9182 1.0342 0.10 -0.09 0.04 0.0282
H 6.7001 -0.4623 -3.5761 0.01 0.02 0.01 0.0106
H 6.4225 0.0243 -5.2482 -0.06 0.05 -0.04 0.0299
H 5.7909 -1.5160 -4.6567 0.02 -0.02 -0.01 0.0135
H 5.6069 2.4831 -3.4822 0.04 -0.04 -0.02 0.0233
H 3.8650 2.7711 -3.4407 -0.01 0.00 -0.02 0.0092
H 4.6958 2.5876 -4.9947 0.05 -0.14 -0.07 0.0314
H 3.1302 -1.2918 -5.2879 0.05 -0.02 0.04 0.0187
H 2.9622 0.3095 -6.0124 0.08 0.05 0.00 0.0294
H 2.0112 -0.1292 -4.5877 -0.03 0.04 -0.03 0.0049
C 0.8989 -1.5516 5.1226 0.01 -0.01 -0.07 -0.0795
C 1.9609 -2.1672 4.2039 -0.01 0.11 0.40 -0.2017
C 1.5964 -2.1318 2.7985 -0.01 -0.13 -0.26 -0.1794
N 1.3271 -2.1494 1.6830 -0.09 0.17 0.13 0.1370
H 1.2147 -1.6650 6.1579 -0.01 -0.01 0.01 0.0786
H -0.0632 -2.0459 4.9955 0.00 -0.01 0.01 0.0796
H 0.7686 -0.4918 4.9166 -0.01 0.01 -0.02 0.0591
H 2.1287 -3.2118 4.4730 0.08 0.02 -0.06 0.1236
H 2.9082 -1.6347 4.3134 0.03 -0.08 -0.04 0.1188
C -4.2322 -2.4726 1.2281 0.09 -0.04 0.16 -0.0324
C -3.0208 -3.1293 1.8895 -0.20 0.08 -0.27 -0.1846
N -2.8646 -4.5551 1.5820 0.11 -0.06 0.02 -0.0527
C -3.2883 -5.5215 2.5879 -0.12 -0.11 -0.05 -0.2043
C -4.8046 -5.6613 2.6865 0.18 0.05 -0.02 -0.0708
C -2.4316 -5.0358 0.3833 0.00 0.03 0.17 -0.4233
O -2.3956 -6.2249 0.1068 -0.09 0.06 -0.06 0.0707
C -1.9558 -4.0117 -0.6069 0.10 -0.03 -0.11 -0.1257
C -2.6686 -3.7389 -1.7661 0.02 0.00 0.06 -0.0028
C -2.2003 -2.7603 -2.6279 -0.02 -0.06 0.01 -0.0353
C -1.0315 -2.0942 -2.3006 0.08 0.03 -0.05 -0.1414
N -0.3053 -2.4094 -1.2303 -0.10 0.02 0.16 -0.0085
C -0.7514 -3.3535 -0.4090 -0.18 -0.03 -0.06 -0.1003
H -4.3077 -1.4293 1.5391 -0.02 -0.16 -0.09 0.0478
H -5.1557 -2.9810 1.5037 -0.02 -0.02 -0.01 0.0731
H -4.1365 -2.4922 0.1442 -0.03 0.03 -0.05 0.0712
H -3.1164 -3.0521 2.9736 0.08 -0.02 0.01 0.1195
H -2.1199 -2.5882 1.5969 0.02 0.02 0.09 0.0997
H -2.8720 -5.2232 3.5535 0.04 0.02 -0.03 0.1162
H -2.8551 -6.4772 2.3022 0.03 0.01 0.07 0.1120
H -5.2683 -4.7321 3.0190 -0.04 -0.01 0.00 0.0624
H -5.0561 -6.4443 3.4020 -0.05 0.00 0.00 0.0736
H -5.2118 -5.9312 1.7122 -0.06 -0.01 0.02 0.0819
H -3.5809 -4.2824 -1.9778 -0.02 0.03 0.00 0.1305
H -2.7341 -2.5124 -3.5344 -0.01 0.04 0.01 0.1093
H -0.6503 -1.2790 -2.9052 -0.01 -0.02 -0.04 0.1078
H -0.1230 -3.5750 0.4441 -0.05 -0.01 0.06 0.0933
C -8.3049 1.2743 1.3008 0.09 0.04 0.00 -0.0536
C -6.8308 1.2892 0.9962 -0.01 0.00 -0.06 -0.2725
C -5.8830 1.0094 1.9694 -0.02 0.04 -0.03 -0.0270
C -4.5208 1.0076 1.6848 0.15 0.06 0.02 -0.3267
C -3.5693 0.6717 2.8055 -0.09 0.05 -0.04 -0.0861
C -4.0677 1.3020 0.3864 0.23 -0.03 0.13 -0.3760
Te -1.9064 1.2086 -0.1013 -1.14 -0.22 0.59 1.4696
N 0.4855 1.1181 -0.8519 0.76 -0.08 -0.02 -0.1576
C 1.1978 1.7772 -1.7147 0.52 0.24 -0.38 -0.6384
O 2.4152 1.5494 -2.0311 -0.44 0.46 0.04 -0.3164
C 0.5400 2.8989 -2.4832 -0.14 -0.12 0.13 -0.1592
C -0.1402 3.9298 -1.8490 0.06 0.00 0.00 -0.0504
C -0.7804 4.9053 -2.6009 0.02 0.04 -0.01 -0.0820
C -0.7589 4.8415 -3.9864 0.01 0.04 -0.02 -0.0935
C -0.0388 3.8382 -4.6196 0.05 -0.02 -0.07 -0.0823
C 0.6247 2.8787 -3.8714 -0.08 -0.01 0.04 -0.0268
C -1.4265 2.7225 1.3347 0.03 0.19 0.02 -0.3833
C -2.0274 3.9876 1.2373 -0.05 -0.11 -0.14 -0.2978
C -3.0738 4.3154 0.2087 0.06 0.01 0.01 -0.0710
C -1.6685 4.9914 2.1355 0.03 0.03 0.07 -0.0151
C -0.7415 4.7800 3.1386 0.03 -0.01 0.08 -0.2699
C -0.3568 5.8623 4.1103 -0.05 -0.06 -0.06 -0.0509
C -0.1718 3.5181 3.2406 -0.08 0.07 -0.02 -0.0198
C -0.4990 2.4915 2.3655 0.01 0.02 -0.06 -0.3034
C 0.1603 1.1640 2.5748 0.02 -0.12 0.00 -0.0985
C -5.0221 1.5873 -0.5989 0.18 0.05 -0.16 -0.3205
C -4.6519 1.9401 -2.0206 -0.04 -0.07 0.08 -0.0854
C -6.3769 1.5793 -0.2815 -0.04 -0.03 0.06 -0.0262
H -8.4991 0.8573 2.2884 -0.02 -0.01 0.00 0.0713
H -8.8418 0.6794 0.5610 -0.05 0.01 0.03 0.0776
H -8.7153 2.2858 1.2753 -0.03 -0.01 0.00 0.0805
H -6.2122 0.7804 2.9782 0.01 -0.03 0.00 0.1128
H -4.1053 0.2129 3.6380 0.01 0.00 0.00 0.0798
H -3.0685 1.5685 3.1736 0.06 0.00 0.02 0.0797
H -2.7979 -0.0166 2.4550 0.06 0.02 0.06 0.0283
H -0.1413 3.9736 -0.7676 -0.10 -0.02 0.03 0.1015
H -1.2938 5.7213 -2.1075 -0.03 -0.04 0.03 0.1013
H -1.2928 5.5754 -4.5768 0.04 0.05 0.02 0.0984
H 0.0137 3.8111 -5.7010 -0.03 -0.03 0.00 0.1003
H 1.2029 2.1004 -4.3525 -0.01 -0.01 -0.02 0.0982
H -2.8518 3.8322 -0.7428 -0.03 0.04 -0.05 0.0334
H -3.1423 5.3933 0.0563 0.02 -0.01 0.00 0.0810
H -4.0490 3.9548 0.5390 -0.05 0.00 -0.04 0.0844
H -2.1264 5.9702 2.0397 -0.03 -0.01 -0.03 0.1149
H -0.8576 6.7995 3.8721 0.02 0.02 0.03 0.0725
H 0.7212 6.0296 4.0965 0.00 0.04 0.00 0.0801
H -0.6317 5.5732 5.1264 0.00 0.05 0.02 0.0804
H 0.5507 3.3354 4.0302 0.01 -0.06 -0.03 0.1163
H 0.9881 1.2564 3.2804 -0.02 0.00 0.03 0.0723
H 0.5535 0.7863 1.6388 0.13 -0.14 -0.16 0.0027
H -0.5511 0.4261 2.9562 -0.01 -0.02 -0.02 0.0662
H -3.5909 1.7986 -2.2121 -0.02 0.05 -0.07 0.0092
H -4.8989 2.9844 -2.2258 0.02 0.00 -0.03 0.0841
H -5.2167 1.3228 -2.7212 0.00 0.03 -0.04 0.0789
H -7.0999 1.8086 -1.0592 0.01 -0.02 -0.03 0.1211
```
Forces are in eV/Å.


Molecular formula: C12H21BeClGeN2O5S2
Method: DFT, ωB97M-V with the def2-TZVPD basis set

**Spin multiplicity**: 2
**HOMO energy (spin up / spin down)**: -2.0 / -5.4 eV
**Maximum force**: 0.6 eV/A
**LUMO energy (spin up / spin down)**: 2.465 / 2.424 eV
**Net charge**: -1
**Kohn-Sham gap (spin up / spin down)**: 4.485 / 7.869 eV
**Expectation value of S²**: 0.766

XYZ file:
```
45
Properties=species:S:1:pos:R:3:forces:R:3:lowdin_charge:R:1
Be -0.1961 -0.0773 -0.0943 0.32 -0.16 -0.34 -0.0225
O 3.0681 0.7951 2.0388 -0.34 -0.16 -0.03 -0.3230
Cl 1.9381 -0.0604 1.7964 0.22 0.23 -0.09 0.7246
O 2.3330 -1.4232 1.6647 -0.09 0.14 -0.01 -0.2979
O 0.9429 0.0963 2.8250 0.11 0.08 -0.15 -0.3355
O 1.3535 0.4060 0.4883 -0.25 -0.09 0.39 -0.3390
C -0.0394 -2.5731 -2.8072 0.05 0.07 -0.02 -0.2351
Ge -0.1242 -3.0802 -0.9083 -0.31 -0.16 -0.12 0.7432
C -1.3895 -4.6110 -0.8688 -0.01 -0.07 0.00 -0.2481
C 1.6141 -3.8648 -0.4326 0.09 0.17 0.18 -0.2384
C -0.8190 -1.6730 0.2500 0.21 -0.06 0.22 -0.3187
H 0.3031 -3.4121 -3.4214 -0.03 0.03 0.07 0.0075
H 0.6338 -1.7250 -2.9486 -0.07 -0.05 -0.01 0.0041
H -1.0314 -2.2673 -3.1502 0.08 0.01 0.01 0.0151
H -0.9980 -5.4666 -1.4314 -0.05 0.09 0.05 0.0025
H -2.3463 -4.3169 -1.3134 0.08 -0.03 0.05 0.0055
H -1.5788 -4.9330 0.1605 0.02 0.03 -0.09 0.0057
H 1.8095 -4.7457 -1.0512 -0.04 0.07 0.03 0.0074
H 1.6181 -4.1583 0.6208 0.02 -0.01 -0.09 0.0120
H 2.4213 -3.1425 -0.5707 -0.03 -0.06 0.00 0.0072
H -0.6378 -2.0108 1.2812 -0.01 0.07 -0.08 -0.0059
H -1.9059 -1.7419 0.1009 0.04 0.15 -0.01 -0.0047
S -1.7020 1.6669 0.9408 -0.17 -0.05 0.11 0.7148
C -0.6225 2.8599 1.3409 -0.22 0.28 -0.13 -1.1081
N -0.0521 3.0045 2.5464 0.61 -0.21 -0.03 -0.0493
C 1.1306 3.8687 2.5809 -0.17 0.07 0.07 -0.2195
C 0.9132 4.9231 1.5033 -0.17 -0.10 -0.15 -0.4081
S -0.1160 4.1048 0.2431 0.06 0.05 -0.16 0.9853
H 0.0152 2.1270 3.0468 -0.11 -0.10 0.24 0.1040
H 2.0305 3.2896 2.3819 0.07 -0.17 -0.05 0.1092
H 1.2185 4.3281 3.5638 0.03 -0.01 0.06 0.1149
H 1.8480 5.2354 1.0448 0.01 0.05 0.04 0.0753
H 0.3746 5.7922 1.8756 0.03 0.04 0.07 0.0687
O -0.3396 0.3735 -1.5748 -0.12 0.02 -0.40 -0.2056
N -0.0535 1.5714 -2.1521 0.26 0.25 0.37 -0.1589
C -1.0879 2.4346 -2.4774 0.10 -0.23 0.05 -0.1193
C -0.8197 3.6222 -3.0823 0.35 0.05 -0.12 -0.1562
C 0.5199 4.0143 -3.3683 -0.19 0.00 0.11 -0.1563
C 1.5538 3.1327 -2.9527 -0.14 0.07 -0.04 -0.1385
C 1.2673 1.9490 -2.3482 -0.16 -0.14 0.00 -0.0816
H -2.0715 2.0877 -2.2039 0.02 -0.02 -0.02 0.1043
H -1.6502 4.2755 -3.3230 0.02 -0.05 0.01 0.0912
H 0.7400 4.9499 -3.8642 -0.01 -0.05 0.04 0.0631
H 2.5953 3.3944 -3.0997 -0.03 -0.04 0.01 0.0897
H 2.0068 1.2461 -1.9914 -0.10 0.03 -0.01 0.1143
```
Forces are in eV/Å.


Molecular formula: C4H8N2O
Method: DFT, ωB97M-V with the def2-TZVPD basis set

**HOMO energy**: -8.5 eV
**Energy above the lowest of the compared OMol25 structures with the same formula, charge and spin**: 93.9 kcal/mol
**Maximum force**: 0.8 eV/A
**LUMO energy**: 0.623 eV
**Net charge**: 0
**Kohn-Sham gap**: 9.094 eV

XYZ file:
```
15
Properties=species:S:1:pos:R:3:forces:R:3:lowdin_charge:R:1
O -2.4530 0.8633 -1.0712 0.26 -0.04 0.06 0.0502
C -1.3166 0.6794 -0.6762 0.07 -0.01 -0.08 -0.5535
N -0.7208 1.4866 0.2934 -0.21 -0.11 -0.09 -0.0102
C 0.6024 1.4132 0.6426 -0.15 -0.18 0.01 -0.0368
C 0.6788 -0.7874 0.9884 0.09 0.17 -0.11 -0.0833
C 0.6064 -1.0300 -0.5011 0.08 0.08 0.05 -0.2624
N -0.5158 -0.3422 -1.1442 -0.21 0.07 -0.21 0.0667
H -1.3717 2.0174 0.8599 0.08 -0.26 -0.03 0.1417
H 1.2215 1.3339 -0.2656 -0.02 -0.48 0.64 0.0700
H 0.8297 0.5206 1.5014 0.21 -0.45 -0.26 0.0619
H -0.2078 -1.1890 1.5047 0.18 0.60 -0.06 0.1005
H 1.5755 -1.2793 1.3825 -0.07 0.41 0.04 0.0895
H 0.4889 -2.1083 -0.7064 0.00 0.30 0.08 0.1210
H 1.5679 -0.7186 -0.9381 -0.29 -0.15 -0.07 0.1089
H -0.9853 -0.8596 -1.8701 -0.02 0.05 0.03 0.1357
```
Forces are in eV/Å.